<1>
This record from the OMol25 dataset describes 2 unconnected molecules or ions with the total composition C4H14N3. The level of theory is ωB97M-V/def2-TZVPD.

Last columns: bonded neighbours and bond lengths (Å).
Positions of all 21 atoms, in Å:
1 C 1.20427 -1.41688 2.52873  N4 1.457, H5 1.088, H6 1.085, H7 1.086
2 N 0.08338 -1.41710 -0.94689  C3 1.312, H8 1.005, H9 1.007
3 C 0.76836 -1.17607 0.14607  N2 1.312, N4 1.309, H10 1.083
4 N 0.59152 -1.82272 1.27029  C1 1.457, C3 1.309, H11 1.018
5 H 0.50053 -0.85919 3.14292  C1 1.088
6 H 2.06574 -0.78790 2.33157  C1 1.085
7 H 1.50629 -2.28627 3.10487  C1 1.086
8 H -0.76060 -1.96340 -0.94094  N2 1.005
9 H 0.27464 -0.83471 -1.74552  N2 1.007
10 H 1.55606 -0.43464 0.09688  C3 1.083
11 H -0.22206 -2.43083 1.34009  N4 1.018
12 C 0.01912 2.28069 -1.82195  C13 1.519, H15 1.091, H16 1.083, H17 1.090
13 C -0.65620 2.05034 -0.48081  C12 1.519, N14 1.481, H18 1.096, H19 1.090
14 N -1.81309 1.14044 -0.64652  C13 1.481, H20 1.017, H21 1.019
15 H -0.66388 2.71228 -2.55472  C12 1.091
16 H 0.82945 2.99548 -1.74441  C12 1.083
17 H 0.39585 1.33835 -2.21867  C12 1.090
18 H 0.09637 1.61029 0.18296  C13 1.096
19 H -0.96927 2.98465 -0.01409  C13 1.090
20 H -2.25959 1.03337 0.26074  N14 1.017
21 H -2.47037 1.66720 -1.21940  N14 1.019

Computed properties:
Gap between HOMO and LUMO   0.355 hartree
Highest occupied orbital energy   -13.036 eV
Lowest unoccupied orbital energy   -0.1239 Eh
Total charge   +1

---

<2>
This record from the OMol25 dataset describes 2 unconnected molecules or ions with the total composition C4H14N3. The level of theory is ωB97M-V/def2-TZVPD.

Last columns: bonded neighbours and bond lengths (Å).
Positions of all 21 atoms, in Å:
1 C -0.62557 0.25733 2.37864  N3 1.479, H11 1.073, H12 1.079, H13 1.087
2 C -1.15576 -0.99343 0.35956  N3 1.311, N4 1.334, N5 1.344
3 N -0.57393 -0.95598 1.53416  C1 1.479, C2 1.311, H6 1.005
4 N -1.50478 0.14158 -0.24802  C2 1.334, H7 1.004, H8 1.008
5 N -1.54642 -2.16141 -0.17750  C2 1.344, H9 1.007, H10 1.004
6 H -0.12052 -1.78215 1.88451  N3 1.005
7 H -1.08871 1.04628 -0.11787  N4 1.004
8 H -2.08770 0.00440 -1.05879  N4 1.008
9 H -1.91510 -2.86100 0.44525  N5 1.007
10 H -1.74941 -2.20927 -1.16000  N5 1.004
11 H -0.25488 -0.04737 3.33800  C1 1.073
12 H -1.67915 0.46723 2.48381  C1 1.079
13 H 0.09729 0.98391 2.01654  C1 1.087
14 C 1.92334 0.64749 -0.83159  C15 1.505, H16 1.095, H17 1.076, H18 1.096
15 C 1.56969 1.45732 -2.05020  C14 1.505, H19 1.101, H20 1.085, H21 1.088
16 H 2.93326 0.89338 -0.48686  C14 1.095
17 H 1.34015 0.63273 0.07243  C14 1.076
18 H 2.01311 -0.41819 -1.06945  C14 1.096
19 H 0.73270 1.07305 -2.65266  C15 1.101
20 H 2.34155 1.31786 -2.79922  C15 1.085
21 H 1.35083 2.50625 -1.86074  C15 1.088

Computed properties:
Gap between HOMO and LUMO   0.428 hartree
Highest occupied orbital energy   -14.681 eV
Lowest unoccupied orbital energy   -0.1118 Eh
Total charge   +1

---

<2> comes first in stability; the runner-up is 0.318 eV higher.

---

<1>
This record from the OMol25 dataset describes 2 unconnected molecules or ions with the total composition C4H14N3. The level of theory is ωB97M-V/def2-TZVPD.

Last columns: bonded neighbours and bond lengths (Å).
Positions of all 21 atoms, in Å:
1 C -0.14358 -2.07207 1.75455  C2 1.530, H3 1.080, H4 1.081, H5 1.099
2 C -0.43805 -2.29861 0.27066  C1 1.530, H6 1.091, H7 1.088, H8 1.093
3 H -1.02562 -1.72650 2.27219  C1 1.080
4 H 0.26311 -2.98476 2.16631  C1 1.081
5 H 0.60030 -1.26662 1.82675  C1 1.099
6 H -0.38022 -1.46907 -0.43627  C2 1.091
7 H -1.41437 -2.76286 0.15012  C2 1.088
8 H 0.17744 -3.03883 -0.24588  C2 1.093
9 C 1.85296 0.55318 -0.71939  N12 1.475, H19 1.088, H20 1.075, H21 1.083
10 C -0.39578 1.65097 -0.53501  N11 1.326, N12 1.324, N13 1.346
11 N -1.52956 1.61503 0.15174  C10 1.326, H14 1.007, H15 1.007
12 N 0.69915 1.13006 -0.00358  C9 1.475, C10 1.324, H16 1.007
13 N -0.31809 2.42802 -1.63104  C10 1.346, H17 1.008, H18 1.009
14 H -1.67420 1.13422 1.02408  N11 1.007
15 H -2.38027 2.05927 -0.15431  N11 1.007
16 H 0.59557 0.89621 0.96993  N12 1.007
17 H 0.35738 2.14720 -2.32413  N13 1.008
18 H -1.18816 2.82833 -1.94877  N13 1.009
19 H 2.31721 -0.16709 -0.04979  C9 1.088
20 H 2.53161 1.34975 -0.96410  C9 1.075
21 H 1.49317 -0.00580 -1.57406  C9 1.083

Computed properties:
Gap between HOMO and LUMO   0.432 hartree
Highest occupied orbital energy   -14.900 eV
Lowest unoccupied orbital energy   -0.1155 Eh
Total charge   +1

---

<2>
This record from the OMol25 dataset describes a gas-phase ion, C4H14N3 (charge +1). The level of theory is ωB97M-V/def2-TZVPD.

Last columns: bonded neighbours and bond lengths (Å).
Positions of all 21 atoms, in Å:
1 C 1.67271 -0.45027 0.81364  N2 1.450, H8 1.077, H9 1.125, H10 1.062
2 N 0.22979 -0.51928 0.69370  C1 1.450, C3 1.642, N5 1.474
3 C -0.08664 -1.78719 -0.29992  N2 1.642, N4 1.446, H11 1.087, H12 1.089
4 N -1.50463 -1.55076 -0.45496  C3 1.446, H13 1.021, H14 0.961
5 N -0.41274 0.62929 0.03071  N2 1.474, C6 1.482, C7 1.450, H15 1.037
6 C -0.02091 1.15028 -1.30009  N5 1.482, H16 1.120, H17 1.036, H18 1.111
7 C -0.58488 1.61634 1.07918  N5 1.450, H19 1.083, H20 1.127, H21 1.193
8 H 1.75349 -0.03518 1.80430  C1 1.077
9 H 2.22656 -1.42901 0.81962  C1 1.125
10 H 2.18164 0.15771 0.10736  C1 1.062
11 H 0.40640 -1.81788 -1.26796  C3 1.087
12 H 0.24055 -2.58156 0.36863  C3 1.089
13 H -2.05275 -2.05866 -1.15054  N4 1.021
14 H -2.02534 -1.73981 0.33037  N4 0.961
15 H -1.31169 0.12583 -0.08610  N5 1.037
16 H -0.19960 0.37280 -2.08651  C6 1.120
17 H -0.79409 1.82095 -1.46170  C6 1.036
18 H 1.06422 1.38085 -1.24893  C6 1.111
19 H -0.91210 2.61153 0.80587  C7 1.083
20 H -1.31918 1.14053 1.78915  C7 1.127
21 H 0.42610 1.82344 1.67793  C7 1.193

Computed properties:
Gap between HOMO and LUMO   0.431 hartree
Highest occupied orbital energy   -14.389 eV
Lowest unoccupied orbital energy   -0.0973 Eh
Total charge   +1

---

<1> comes first in stability; the runner-up is 3.108 eV higher.

---

<1>
This record from the OMol25 dataset describes 2 unconnected molecules or ions with the total composition C4H14N3. The level of theory is ωB97M-V/def2-TZVPD.

Last columns: bonded neighbours and bond lengths (Å).
Positions of all 21 atoms, in Å:
1 C 0.31138 1.46305 -2.17659  C2 1.551, H3 1.040, H4 1.122, H5 1.184
2 C -1.16650 1.93105 -2.12120  C1 1.551, H6 1.176, H7 1.100, H8 1.089
3 H 0.74840 1.14166 -1.28950  C1 1.040
4 H 0.41912 0.64070 -2.93284  C1 1.122
5 H 0.95361 2.41423 -2.46562  C1 1.184
6 H -1.98164 1.19635 -1.69829  C2 1.176
7 H -1.47637 2.12208 -3.15934  C2 1.100
8 H -1.45288 2.81775 -1.55775  C2 1.089
9 C 1.71116 -2.00859 0.96592  N11 1.482, H19 1.113, H20 1.116, H21 1.191
10 C -0.15823 -0.41673 0.88766  N11 1.357, N12 1.364, N13 1.474
11 N 0.84226 -1.05850 0.23211  C9 1.482, C10 1.357, H14 1.031
12 N 0.05038 -0.05548 2.18643  C10 1.364, H15 0.995, H16 1.034
13 N -1.47953 -0.05972 0.34155  C10 1.474, H17 1.050, H18 0.992
14 H 0.48717 -1.33598 -0.69496  N11 1.031
15 H 0.77847 -0.29222 2.82122  N12 0.995
16 H -0.67052 0.58485 2.55894  N12 1.034
17 H -1.68546 -0.28700 -0.66313  N13 1.050
18 H -2.13404 0.25005 1.01986  N13 0.992
19 H 1.47613 -2.15508 2.04407  C9 1.113
20 H 2.75067 -1.60766 0.90244  C9 1.116
21 H 1.70870 -3.08651 0.45956  C9 1.191

Computed properties:
Gap between HOMO and LUMO   0.421 hartree
Highest occupied orbital energy   -14.626 eV
Lowest unoccupied orbital energy   -0.1168 Eh
Total charge   +1

---

<2>
This record from the OMol25 dataset describes a gas-phase ion, C4H14N3 (charge +1). The level of theory is ωB97M-V/def2-TZVPD.

Last columns: bonded neighbours and bond lengths (Å).
Positions of all 21 atoms, in Å:
1 C -1.06618 1.53566 -0.37310  N2 1.492, H8 1.122, H9 1.063, H10 1.112
2 N -0.49194 0.42118 0.43504  C1 1.492, C3 1.398, N4 1.353
3 C 0.02774 0.96183 1.61484  N2 1.398, H11 1.144, H12 1.097, H13 1.069
4 N 0.13206 -0.56758 -0.24663  N2 1.353, C5 1.466, C6 1.427, N7 1.642
5 C 0.88214 -1.47946 0.62299  N4 1.466, H14 1.129, H15 1.078, H16 1.066
6 C 0.92688 -0.21366 -1.37763  N4 1.427, H17 1.076, H18 1.162, H19 1.072
7 N -0.98531 -1.63203 -0.80759  N4 1.642, H20 1.100, H21 1.034
8 H -0.18550 2.08621 -0.79823  C1 1.122
9 H -1.75905 1.42019 -1.17130  C1 1.063
10 H -1.48393 2.32531 0.28923  C1 1.112
11 H -0.64652 1.12020 2.52551  C3 1.144
12 H 0.90339 0.38600 1.94050  C3 1.097
13 H 0.36641 1.97231 1.53694  C3 1.069
14 H 0.18594 -2.00594 1.33867  C5 1.129
15 H 1.18459 -2.33132 0.03596  C5 1.078
16 H 1.61154 -0.89495 1.13640  C5 1.066
17 H 0.45998 -0.39319 -2.33002  C6 1.076
18 H 1.28708 0.88509 -1.49078  C6 1.162
19 H 1.84285 -0.76686 -1.43605  C6 1.072
20 H -1.69987 -1.83029 0.00459  N7 1.100
21 H -1.49228 -0.99869 -1.44934  N7 1.034

Computed properties:
Gap between HOMO and LUMO   0.398 hartree
Highest occupied orbital energy   -13.694 eV
Lowest unoccupied orbital energy   -0.1054 Eh
Total charge   +1

---

<3>
This record from the OMol25 dataset describes 2 unconnected molecules or ions with the total composition C4H14N3. The level of theory is ωB97M-V/def2-TZVPD.

Last columns: bonded neighbours and bond lengths (Å).
Positions of all 21 atoms, in Å:
1 C -2.81273 0.52004 -0.64856  N3 1.487, H11 1.092, H12 1.088, H13 1.100
2 C -0.67506 0.25385 0.69333  N3 1.347, N4 1.326, N5 1.351
3 N -1.34423 0.59232 -0.42536  C1 1.487, C2 1.347, H6 1.008
4 N -0.90671 -0.82617 1.42772  C2 1.326, H7 1.006, H8 1.006
5 N 0.04600 1.25944 1.23614  C2 1.351, H9 1.007, H10 1.010
6 H -0.95475 1.38875 -0.90574  N3 1.008
7 H -1.71165 -1.37411 1.17642  N4 1.006
8 H -0.25703 -1.21025 2.09309  N4 1.006
9 H 0.06734 2.11285 0.70284  N5 1.007
10 H 0.87479 1.16301 1.80600  N5 1.010
11 H -3.13303 -0.51453 -0.78753  C1 1.092
12 H -2.85149 0.98510 -1.63193  C1 1.088
13 H -3.43678 0.93845 0.15427  C1 1.100
14 C 1.55546 -0.84980 -1.10585  C15 1.591, H16 1.088, H17 1.096, H18 1.094
15 C 2.67579 -0.37075 -0.08206  C14 1.591, H19 1.091, H20 1.078, H21 1.083
16 H 1.20816 0.06778 -1.57551  C14 1.088
17 H 2.01706 -1.56629 -1.79538  C14 1.096
18 H 0.83006 -1.59143 -0.75859  C14 1.094
19 H 3.38539 -1.19302 0.02155  C15 1.091
20 H 3.15388 0.49476 -0.51223  C15 1.078
21 H 2.26954 -0.28002 0.91737  C15 1.083

Computed properties:
Gap between HOMO and LUMO   0.422 hartree
Highest occupied orbital energy   -14.750 eV
Lowest unoccupied orbital energy   -0.1197 Eh
Total charge   +1

---

<3> comes first in stability; the runner-up is 0.484 eV higher.